# 1
The following is a DFT calculation (the ωB97M-V functional and the def2-TZVPD basis) of a 2-piece molecular cluster, C9H6F7NO3 overall in a non-equilibrium geometry.

```
26
C9H6F7NO3 | the Open Molecules 2025 dataset | the ωB97M-V functional and the def2-TZVPD basis
F -2.27 1.18 1.04
C -1.55 2.14 0.37
F -2.33 3.30 0.34
C -1.10 1.70 -1.09
F -2.06 1.06 -1.82
F -0.82 2.91 -1.78
C 0.26 0.94 -0.98
C 1.48 1.77 -0.90
N 2.72 1.16 -0.78
C 2.88 -0.21 -0.76
C 1.72 -1.11 -0.84
C 0.35 -0.53 -0.96
C -0.86 -1.50 -1.08
F -1.31 -1.63 -2.38
F -1.88 -1.21 -0.25
F -0.39 -2.75 -0.70
H -0.62 2.34 0.98
H 1.47 2.88 -0.92
H 3.54 1.77 -0.70
H 3.90 -0.70 -0.68
H 1.90 -2.21 -0.80
C -1.13 -2.41 3.31
O -1.80 -3.18 2.57
O -0.39 -1.51 2.55
O -1.02 -2.34 4.53
H -0.73 -1.87 1.71
```

**HOMO-LUMO gap**: 2.8 eV
**M**: 309.1 g/mol
**Energy**: -1325.963688 Ha
**Total charge**: 0

# 2
The following is a DFT calculation (the ωB97M-V functional and the def2-TZVPD basis) of one molecule with the formula C9H6N2 in a non-equilibrium geometry.

```
17
C9H6N2 | the Open Molecules 2025 dataset | the ωB97M-V functional and the def2-TZVPD basis
C -2.88 -0.59 -0.25
C -1.83 0.42 0.44
C -0.32 -0.11 0.36
C 0.11 -1.45 0.14
C 1.54 -1.76 -0.04
C 2.47 -0.67 -0.25
C 1.99 0.64 -0.04
C 0.62 0.92 0.20
C -0.02 2.31 0.02
H -1.69 1.35 -0.13
H -2.29 0.81 1.45
H -0.78 -2.23 -0.05
H 1.84 -2.79 -0.04
H 3.54 -0.68 -0.76
H 2.65 1.36 -0.39
N -4.31 -0.93 -0.36
N -0.63 3.40 -0.29
```

**HOMO-LUMO gap**: 9.2 eV
**M**: 142.2 g/mol
**Energy**: -455.796352 Ha
**Energy above the lowest of the compared OMol25 structures with the same formula, charge and spin**: 612.9 kJ/mol
**Total charge**: 0